# 1
Density functional theory data (ωB97M-V/def2-TZVPD) for C28H29CrN7O6P2S as an isolated structure.

Results
ΔE to the lowest compared entry with this formula, charge and spin, kJ/mol: 24.5
Net charge: +1
Strongest force on any atom, eV/Å: 0.57
LUMO level (alpha / beta), eV: -2.484 / -2.319
Multiplicity: 2
Energy, a.u.: -4044.6521
HOMO (alpha / beta), hartree: -0.38072 / -0.35848

XYZ file:
```
74
Properties=species:S:1:pos:R:3:forces:R:3:mulliken_spin:R:1
Cr -0.34164 -0.63112 0.25797 0.41 0.21 -0.33 1.360
N -1.89012 -1.11382 -3.50504 0.10 -0.08 0.02 0.001
C -2.39651 -2.14065 -2.50110 0.06 0.01 0.07 -0.002
C -3.37899 -3.07435 -3.18731 0.04 0.00 -0.02 0.001
P -3.11433 -1.15626 -1.12845 -0.10 -0.04 -0.05 0.006
O -4.26414 -0.34940 -1.92447 -0.02 0.07 -0.02 0.000
O -3.67052 -1.98752 -0.04490 0.07 -0.03 0.06 0.002
O -2.01892 -0.13351 -0.87764 0.07 -0.16 0.30 0.000
P -0.80240 -2.99191 -2.00272 -0.12 -0.06 -0.17 0.000
O -1.22394 -4.50842 -1.72076 0.06 0.05 0.03 -0.001
O 0.03120 -2.86885 -3.23130 0.02 0.02 0.05 0.000
O -0.37443 -2.42671 -0.67811 0.18 0.06 0.21 -0.017
H -2.61456 -0.83591 -4.16439 0.00 0.00 -0.01 0.000
H -1.05953 -1.55701 -3.95614 -0.07 -0.02 -0.03 0.000
H -1.56355 -0.28736 -2.98879 -0.02 0.01 0.03 0.002
H -4.22991 -2.51531 -3.58318 0.00 -0.01 -0.01 0.000
H -3.75097 -3.79701 -2.46445 0.00 0.01 0.02 0.000
H -2.90374 -3.62423 -4.00200 0.00 0.00 -0.01 0.000
H -5.14344 -0.54962 -1.58182 0.01 -0.02 0.00 0.000
H -0.91572 -5.08841 -2.42843 -0.02 0.01 0.00 0.000
N -0.12605 -3.05549 3.71764 -0.03 0.00 0.05 0.002
C -1.33054 -3.61778 3.35255 0.01 -0.05 -0.02 -0.001
C -1.72794 -2.96779 2.22448 -0.01 0.10 0.01 0.004
N -0.79615 -2.00905 1.90792 -0.33 -0.03 0.02 -0.015
C 0.14987 -2.09118 2.82051 0.07 0.06 -0.09 0.008
C 1.30225 -1.22999 2.65599 -0.04 -0.02 -0.02 0.028
N 1.35172 -0.50974 1.55649 -0.13 -0.13 -0.16 -0.047
C 2.51704 0.21011 1.60214 0.03 -0.04 0.04 0.013
C 3.17400 -0.08397 2.75581 0.02 -0.02 0.01 -0.002
N 2.38837 -1.00548 3.41774 0.06 0.01 0.05 0.003
H 0.44586 -3.34766 4.49107 -0.01 0.00 0.00 0.000
H -1.77728 -4.41795 3.91433 0.00 0.00 0.00 0.000
H -2.60954 -3.09915 1.62014 -0.02 0.00 -0.05 0.000
H 2.80425 0.87596 0.80661 0.03 -0.03 0.03 -0.001
H 4.10796 0.26350 3.15841 0.00 0.00 0.01 0.000
H 2.60034 -1.41913 4.30943 0.00 0.01 0.00 0.000
N 0.70729 0.05698 -1.00156 -0.34 -0.05 0.00 -0.369
C 1.46571 0.29554 -1.98047 0.06 0.06 -0.05 0.039
C 1.37689 1.64453 -2.62419 -0.02 0.01 0.05 -0.014
C 0.14402 2.29513 -2.65381 -0.01 0.00 0.00 0.000
C 0.03526 3.56727 -3.19178 0.00 0.02 -0.02 0.003
C 1.16081 4.20696 -3.69663 -0.02 -0.02 0.01 -0.002
C 2.39259 3.56885 -3.66034 -0.01 -0.02 0.00 -0.001
C 2.50092 2.28945 -3.13286 0.04 0.02 0.03 0.000
C 2.41410 -0.73234 -2.50163 -0.03 0.01 0.05 -0.010
C 2.75269 -0.77520 -3.85102 -0.04 0.00 -0.02 -0.001
C 3.57007 -1.78469 -4.33576 0.01 0.00 0.02 -0.001
C 4.06983 -2.74930 -3.47389 0.00 0.01 0.02 0.000
C 3.74174 -2.70696 -2.12502 0.00 0.00 -0.01 0.002
C 2.91354 -1.70795 -1.64369 -0.01 -0.02 0.01 0.001
H -0.72193 1.79890 -2.22715 -0.01 0.03 0.03 0.001
H -0.92681 4.06292 -3.21458 0.00 0.00 0.00 0.000
H 1.07765 5.20041 -4.11762 0.00 0.00 0.01 0.000
H 3.27318 4.06674 -4.04482 -0.01 0.00 0.00 0.000
H 3.46420 1.79584 -3.10522 -0.01 0.00 0.00 0.000
H 2.35810 -0.03161 -4.53167 0.00 0.00 0.00 0.000
H 3.81507 -1.81859 -5.38930 0.00 0.00 0.01 0.000
H 4.71342 -3.53308 -3.85152 -0.01 0.00 0.00 0.000
H 4.12784 -3.45955 -1.44932 0.00 0.01 -0.01 0.000
H 2.63276 -1.68660 -0.59892 -0.01 -0.01 0.02 0.005
S -2.86421 2.11954 2.95347 0.01 0.00 0.00 0.003
C -2.23733 0.73815 2.16440 -0.02 0.04 -0.07 0.027
N -1.15094 0.91367 1.47860 0.15 0.03 -0.07 -0.029
C -0.73285 2.24255 1.53475 0.05 -0.05 0.04 0.001
C 0.38613 2.77961 0.89708 0.00 0.03 -0.06 -0.001
C 0.64859 4.12191 1.05782 0.01 0.00 0.02 0.000
C -0.17683 4.93352 1.84972 -0.01 -0.01 -0.02 -0.001
C -1.28624 4.41522 2.48239 0.02 0.00 0.02 0.001
C -1.55537 3.05781 2.31481 -0.02 0.00 0.00 0.000
H -2.75272 -0.21040 2.21052 0.00 -0.05 -0.01 0.000
H 1.00432 2.14918 0.27226 -0.07 0.07 -0.01 0.004
H 1.50354 4.55923 0.55917 0.00 0.01 0.00 0.000
H 0.05587 5.98411 1.95901 0.00 0.00 0.00 0.000
H -1.92844 5.04106 3.08689 0.00 0.00 0.00 0.000
```
Positions in Å, forces in eV/Å.



# 2
Density functional theory data (ωB97M-V/def2-TZVPD) for CH13NO4 as an isolated structure at a distorted geometry.

Results
ΔE to the lowest compared entry with this formula, charge and spin, kJ/mol: 144.5
Strongest force on any atom, eV/Å: 5.69
LUMO level, eV: 0.382
Energy, a.u.: -401.5655
HOMO, hartree: -0.37774

XYZ file:
```
19
Properties=species:S:1:pos:R:3:forces:R:3:nbo_charge:R:1
H 0.97947 -0.35550 0.45192 -1.05 -0.17 2.09 0.486
O 0.30172 -1.04976 1.23941 0.20 0.27 -2.95 -1.130
N 1.47111 0.80865 0.02064 5.56 -1.19 0.24 -0.783
H 0.55488 -0.93032 2.12427 0.64 0.27 1.70 0.463
H 0.73124 1.37808 -0.25843 -1.35 1.01 -1.41 0.403
H 2.30252 0.65681 -0.71757 -3.18 0.69 1.55 0.402
C 2.20462 1.59121 1.13103 0.84 -0.83 -1.12 -0.423
H 3.27517 1.23356 1.25859 -1.59 0.11 -0.01 0.209
H 2.26407 2.60857 0.82055 0.27 0.85 -0.51 0.199
H 1.67018 1.67316 2.05517 -0.40 -0.81 0.54 0.213
O 0.04946 -2.66950 -0.81769 -0.04 -0.98 -1.30 -0.985
H 0.18537 -2.42839 0.09308 0.14 0.57 1.19 0.504
H 0.34710 -3.58873 -0.88905 -0.18 0.38 -0.05 0.463
O -2.19349 -0.58548 0.04340 0.87 -2.05 -1.32 -1.016
H -2.05502 -1.44783 -0.52781 -0.18 2.59 1.79 0.491
H -1.39208 -0.57264 0.63215 -0.54 -0.45 -0.51 0.504
O -1.75819 2.22239 -1.56738 0.23 0.09 0.92 -0.957
H -1.88843 1.58676 -0.84500 -0.25 0.03 -0.01 0.490
H -1.69598 1.63744 -2.31035 0.01 -0.37 -0.81 0.466
```
Positions in Å, forces in eV/Å.



# 3
Density functional theory data (ωB97M-V/def2-TZVPD) for the molecule C3H6N2O3 at a distorted geometry.

Results
Structure (SMILES): NC(=O)CNC(=O)O
ΔE to the lowest compared entry with this formula, charge and spin, kJ/mol: 64.4
Strongest force on any atom, eV/Å: 3.65
LUMO level, eV: 0.521
Energy, a.u.: -453.1765
HOMO, hartree: -0.35268

XYZ file:
```
14
Properties=species:S:1:pos:R:3:forces:R:3:nbo_charge:R:1
N 1.90653 -1.38284 1.26082 0.19 0.20 0.42 -0.810
C 0.84184 -1.43566 0.47464 -0.42 0.81 -3.53 0.660
O -0.04920 -2.24546 0.55997 -0.20 0.13 0.42 -0.590
C 0.91915 -0.38035 -0.73198 -1.44 1.37 1.83 -0.312
N 0.34878 0.95669 -0.24705 0.04 -2.15 -0.65 -0.629
C -0.95623 1.36163 -0.38076 -0.60 3.18 1.32 0.875
O -1.31125 2.42613 0.12060 0.49 -0.59 0.04 -0.666
O -1.82903 0.67639 -1.07807 0.74 -2.60 -1.42 -0.688
H 2.69231 -0.79767 1.16604 0.55 0.70 -0.38 0.397
H 1.89587 -2.00023 2.01094 0.14 -1.15 1.51 0.399
H 0.27938 -0.63617 -1.58127 0.43 -0.46 0.25 0.244
H 1.94947 -0.14857 -1.01015 -0.12 -0.35 -0.17 0.201
H 0.70691 1.27653 0.63909 0.12 0.28 -0.13 0.402
H -2.62380 1.15893 -1.31241 0.08 0.62 0.48 0.517
```
Positions in Å, forces in eV/Å.



Q: Which value of strongest force on any atom does entry 1 give?
A: 0.57 eV/Å



Q: Which of these has the highest strongest force on any atom?
A: CH13NO4



Q: energy of number 1 (C28H29CrN7O6P2S)?
A: -4044.6521 a.u.



Q: ΔE to the lowest compared entry with this formula, charge and spin of number 3 (C3H6N2O3)?
A: 64.4 kJ/mol